Computed, not measured: a structure of composition HfI2 in a non-equilibrium geometry, with ωB97M-V/def2-TZVPD.

Frontier orbital gap   6.03 eV

The geometry in ORCA input format:
```
! wB97M-V def2-TZVPD RIJCOSX def2/J DEFGRID3
* xyz 2 1
Hf -8.9578 -4.5676 -5.0100
I -9.8720 -2.6367 -2.9817
I -7.5034 -2.6402 -6.3727
*
```

Results of the Mulliken charge analysis, in e, for atoms 1 through 2: number 1, Hf, carries 1.128; number 2, I, carries 0.389

Computed, not measured: a structure of composition I2LiNO3 in a non-equilibrium geometry, with ωB97M-V/def2-TZVPD.

Frontier orbital gap   5.80 eV

The geometry in ORCA input format:
```
! wB97M-V def2-TZVPD RIJCOSX def2/J DEFGRID3
* xyz -2 1
I -3.6119 2.2347 0.5095
I -2.5028 -3.1966 -2.3414
O 2.1913 1.0932 1.9053
O 1.6647 0.3676 -0.1398
O 2.3254 -0.9357 1.2564
N 1.9630 0.1927 1.0440
Li -2.0297 0.2441 -2.2339
*
```

Results of the Mulliken charge analysis, in e, for atoms 1 through 2: number 1, I, carries -0.915; number 2, I, carries -0.897

Computed, not measured: the molecule I2O4S2 in a non-equilibrium geometry, with ωB97M-V/def2-TZVPD.

SMILES string   O=S(=O)(I)S(=O)(=O)I
Frontier orbital gap   7.71 eV

The geometry in ORCA input format:
```
! wB97M-V def2-TZVPD RIJCOSX def2/J DEFGRID3
* xyz 0 1
I -1.1077 -2.2019 0.3803
I -0.9407 1.4848 1.7805
S 0.8381 -0.8879 0.0588
S -0.3122 0.9763 -0.4384
O 1.7036 -1.2606 -1.0227
O 0.2547 2.1664 -1.0204
O -1.7952 0.2399 -1.0552
O 1.3594 -0.5171 1.3170
*
```

Results of the Mulliken charge analysis, in e, for atoms 1 through 2: number 1, I, carries 0.323; number 2, I, carries 0.266